[1]
Here is a cluster of 2 separate species, C4H4N2O in total from the OMol25 dataset. Energies are from wB97M-V/def2-TZVPD.

Last column: natural (NBO) charge in e.
CARTESIAN COORDINATES (ANGSTROEM)
1 O 0.4372 1.5827 -2.0333  -0.4800
2 C 0.8650 1.0846 -1.0689  0.9322
3 C -1.2830 -0.8740 -1.4925  -0.2725
4 C -1.7406 -0.8303 -0.3815  -0.2153
5 N 0.0452 0.3769 1.6718  -0.6404
6 C 1.1693 0.1575 1.1294  0.2809
7 N 1.4890 0.5773 -0.1550  -0.6050
8 H -0.8904 -0.8911 -2.4840  0.2410
9 H -2.1355 -0.7773 0.6072  0.2434
10 H 0.0374 -0.0296 2.6065  0.3474
11 H 2.0034 -0.3683 1.5974  0.1682

For the frontier orbital gap, the calculation gives 11.20 eV. For the calculated total energy, the calculation gives -9237.764 eV. As for the net charge: 0. For the HOMO energy, the calculation gives -10.337 eV. As for the energy relative to the best compared isomer or geometry (same formula, charge and spin): 2.724 eV. Its multiplicity is 1.


[2]
Here is a cluster of 4 separate species, C2H12NO3 in total in a non-equilibrium geometry from the OMol25 dataset. Energies are from wB97M-V/def2-TZVPD.

Last column: natural (NBO) charge in e.
CARTESIAN COORDINATES (ANGSTROEM)
1 C 1.4624 0.6942 2.1969  -0.4669
2 C -0.4070 -0.8562 1.7986  0.1127
3 N 0.3258 0.1274 1.4495  -0.4168
4 H 2.3400 0.0655 2.3085  0.2468
5 H 1.6065 1.7100 1.8489  0.2495
6 H 1.2462 1.0005 3.2237  0.2445
7 H 0.0632 -1.6359 2.4051  0.2117
8 H -1.5118 -0.8407 1.5041  0.2365
9 H -0.2130 0.8672 0.8199  0.4733
10 H 0.3822 -0.0834 -2.9906  0.5101
11 H -0.8704 0.4610 -3.0851  0.4942
12 O -0.0843 0.6479 -2.5410  -0.9405
13 H -1.3457 -2.4334 -1.4344  0.4765
14 H 0.0610 -2.9972 -1.1318  0.4791
15 O -0.4105 -2.3394 -1.6546  -0.9535
16 H -1.0516 2.5377 -0.5337  0.5140
17 H -0.2532 1.2787 -1.1569  0.5289
18 O -0.6465 1.7011 -0.2903  -1.0001

For the frontier orbital gap, the calculation gives 10.64 eV. For the calculated total energy, the calculation gives -9893.616 eV. As for the net charge: +1. For the HOMO energy, the calculation gives -15.140 eV. As for the energy relative to the best compared isomer or geometry (same formula, charge and spin): 1.828 eV. Its multiplicity is 1.


[3]
Here is a structure of composition C36H43AsBrN3O2S2Sb2Y in a non-equilibrium geometry from the OMol25 dataset. Energies are from wB97M-V/def2-TZVPD.

Last column: Löwdin charge in e.
CARTESIAN COORDINATES (ANGSTROEM)
1 Y -0.6944 -0.4359 -0.0293  1.0147
2 Br -1.6825 7.2387 0.0041  0.7542
3 C -1.0406 5.4674 0.0154  -0.7100
4 C 0.0135 5.1190 0.8586  -0.1082
5 C 0.4712 3.8202 0.8981  -0.0185
6 C -0.1190 2.8082 0.1156  -0.3663
7 O 0.3031 1.5675 0.2084  -0.4310
8 C -1.1628 3.1859 -0.7600  -0.1335
9 C -1.8059 2.2497 -1.6732  -0.0628
10 N -1.6250 0.9864 -1.6782  0.0095
11 C -2.2490 0.1261 -2.6348  -0.2193
12 C -3.4243 0.4449 -3.3057  -0.0431
13 C -3.9319 -0.4070 -4.2698  -0.0864
14 C -3.2347 -1.5753 -4.5644  -0.0378
15 C -2.0772 -1.9204 -3.8868  -0.1743
16 C -1.3560 -3.1591 -4.1628  -0.0383
17 C -0.1799 -3.3907 -3.5924  -0.0428
18 C 0.4464 -2.4100 -2.6340  -0.4459
19 N -0.4995 -1.4616 -2.0661  -0.1231
20 C -1.5730 -1.0891 -2.8586  -0.2204
21 C -1.6019 4.5145 -0.8007  -0.0891
22 H 0.4693 5.8742 1.4857  0.1076
23 H 1.2791 3.5467 1.5637  0.0976
24 H -2.4730 2.7038 -2.4105  0.1312
25 H -3.9500 1.3639 -3.0749  0.1029
26 H -4.8481 -0.1655 -4.7901  0.1016
27 H -3.6046 -2.2488 -5.3295  0.1146
28 H -1.7913 -3.8693 -4.8565  0.1131
29 H 0.3680 -4.2992 -3.8201  0.1127
30 H 1.2333 -1.8545 -3.1909  0.1152
31 H -2.4016 4.7883 -1.4792  0.1142
32 O -2.9509 -0.0766 0.4977  -0.3266
33 N -3.0726 1.0990 1.1265  -0.1886
34 C -4.0241 1.9457 0.6742  -0.0210
35 C -4.1914 3.1782 1.2415  -0.0374
36 C -3.3491 3.5520 2.2909  -0.0394
37 C -2.3963 2.6713 2.7420  -0.0681
38 C -2.2421 1.4033 2.1632  -0.6368
39 S -1.1112 0.2168 2.7170  0.6009
40 H -4.5962 1.5501 -0.1519  0.1420
41 H -4.9585 3.8349 0.8580  0.1188
42 H -3.4431 4.5309 2.7419  0.1215
43 H -1.7306 2.9306 3.5519  0.1138
44 C 2.3904 1.3871 2.9683  -0.2647
45 Sb 2.2294 -0.3435 1.8099  1.3291
46 C 1.5422 -1.8706 3.0950  -0.3048
47 C 4.2647 -1.0436 1.9699  -0.2904
48 C 5.3141 -0.2847 1.2219  -0.2957
49 C 6.2600 0.4616 1.9191  -0.0432
50 C 7.2376 1.1826 1.2497  -0.0710
51 C 7.2806 1.1542 -0.1364  -0.0694
52 C 6.3428 0.4142 -0.8405  -0.0533
53 C 5.3511 -0.3032 -0.1788  -0.3239
54 C 4.2739 -0.9868 -0.9547  -0.3556
55 Sb 2.4537 0.1946 -1.0644  1.3987
56 C 1.1557 -3.2001 -1.5362  -0.1194
57 C 3.3428 2.0487 -0.5569  -0.3079
58 H 2.8722 1.0788 3.8963  0.0299
59 H 1.4006 1.7892 3.1614  -0.0112
60 H 3.0187 2.1139 2.4581  0.0151
61 H 2.1627 -1.7234 3.9797  0.0294
62 H 1.7621 -2.8298 2.6321  0.0169
63 H 0.4861 -1.7990 3.3240  -0.0601
64 H 4.2237 -2.0986 1.6890  0.0753
65 H 4.4491 -1.0034 3.0457  0.0690
66 H 6.2386 0.4703 3.0030  0.1149
67 H 7.9680 1.7546 1.8062  0.1081
68 H 8.0436 1.7028 -0.6727  0.1090
69 H 6.3778 0.3985 -1.9243  0.1178
70 H 3.9981 -1.9704 -0.5723  0.0494
71 H 4.5581 -1.1335 -1.9998  0.0640
72 H 2.0054 -3.7519 -1.9436  0.0878
73 H 0.4726 -3.8976 -1.0542  0.0370
74 H 1.5428 -2.5438 -0.7456  -0.0019
75 H 3.9032 2.3706 -1.4376  0.0268
76 H 4.0495 1.9751 0.2681  0.0094
77 H 2.5542 2.7656 -0.3496  -0.0088
78 C -3.8634 -2.7962 -0.6562  -0.2232
79 As -3.1160 -3.1846 1.0643  0.7630
80 C -4.0693 -2.2471 2.4345  -0.2303
81 C -3.4525 -5.0442 1.3687  -0.2562
82 S -0.9921 -2.9510 1.1065  0.1756
83 H -4.8601 -3.2365 -0.6923  0.0505
84 H -3.2175 -3.2573 -1.4028  0.0430
85 H -3.9173 -1.7231 -0.8220  0.0212
86 H -4.9106 -2.8651 2.7454  0.0435
87 H -4.4041 -1.2911 2.0467  0.0250
88 H -3.3836 -2.0818 3.2623  0.0334
89 H -4.5252 -5.2247 1.3100  0.0447
90 H -3.0793 -5.3059 2.3562  0.0436
91 H -2.9271 -5.6249 0.6149  0.0427

For the frontier orbital gap, the calculation gives 5.33 eV. For the calculated total energy, the calculation gives -213262.236 eV. As for the net charge: +1. For the HOMO energy, the calculation gives -9.014 eV. As for the energy relative to the best compared isomer or geometry (same formula, charge and spin): 2.268 eV. Its multiplicity is 1.


[4]
Here is a structure of composition C34H31N4OPPdS2 in a non-equilibrium geometry from the OMol25 dataset. Energies are from wB97M-V/def2-TZVPD.

Last column: Mulliken spin population.
CARTESIAN COORDINATES (ANGSTROEM)
1 Pd 12.5916 12.8848 9.5331  1.0096
2 C 13.5147 16.2839 12.0941  0.0009
3 C 13.7515 15.1522 13.0630  -0.0034
4 C 12.7303 15.1406 14.2364  0.0012
5 C 13.9582 13.7340 12.4750  0.0119
6 C 14.3882 12.7781 13.6747  -0.0015
7 O 13.2362 11.8605 13.8149  0.0078
8 C 12.3900 12.1852 12.8011  0.0468
9 N 12.7251 13.1128 11.9966  -0.0288
10 C 11.2357 11.2396 12.8708  -0.0172
11 C 10.9486 10.8369 14.1577  0.0068
12 C 9.8603 9.9477 14.3593  -0.0013
13 C 9.0966 9.5185 13.2951  0.0038
14 C 9.4564 9.9062 11.9951  -0.0179
15 C 10.4943 10.7883 11.7648  0.0385
16 P 10.9701 11.1887 10.0300  0.1771
17 C 9.3482 11.7800 9.3765  0.0151
18 C 8.3586 12.3780 10.1115  0.0136
19 C 7.3677 13.1995 9.4892  -0.0067
20 C 7.3327 13.3404 8.1407  0.0124
21 C 8.2994 12.7066 7.3514  -0.0027
22 C 9.2632 11.9876 7.9619  0.0236
23 C 11.2258 9.5614 9.3341  -0.0111
24 C 12.4808 9.0375 9.3597  -0.0144
25 C 12.7505 7.7826 8.8092  0.0006
26 C 11.6727 7.0452 8.3794  0.0007
27 C 10.3679 7.5354 8.4180  0.0021
28 C 10.1732 8.8041 8.8720  0.0101
29 H 13.6513 17.2676 12.4870  0.0001
30 H 12.4161 16.2533 11.7722  -0.0004
31 H 14.1029 16.1462 11.1369  0.0005
32 H 14.7389 15.3184 13.5398  0.0003
33 H 11.7560 14.8773 13.9211  -0.0003
34 H 12.6490 16.1581 14.6148  0.0002
35 H 12.9741 14.5992 15.1470  -0.0001
36 H 14.6956 13.7334 11.6496  0.0064
37 H 14.5094 13.2767 14.6730  0.0001
38 H 15.2949 12.1848 13.4638  0.0012
39 H 11.5375 11.2540 14.9746  -0.0004
40 H 9.4763 9.6563 15.3795  0.0000
41 H 8.3010 8.8631 13.4749  -0.0004
42 H 8.8379 9.5231 11.1907  0.0015
43 H 8.3458 12.2334 11.1880  0.0017
44 H 6.5628 13.5941 10.0950  0.0001
45 H 6.6222 14.0097 7.6825  0.0010
46 H 8.4073 12.9513 6.3027  0.0003
47 H 10.0816 11.5152 7.3858  -0.0013
48 H 13.3569 9.5539 9.7320  -0.0001
49 H 13.7956 7.4969 8.7156  -0.0001
50 H 11.8161 6.0171 8.0471  0.0001
51 H 9.5698 6.9849 7.9738  0.0003
52 H 9.1910 9.3019 8.8423  -0.0005
53 S 12.6782 12.3613 7.2262  0.3845
54 C 14.1446 11.3529 7.1236  0.0185
55 C 14.2203 10.7725 5.8289  -0.0373
56 N 14.1203 10.4118 4.7445  0.0116
57 C 15.0460 11.2867 8.1554  -0.0254
58 S 14.6842 11.7930 9.7348  0.3441
59 C 16.2841 10.5580 7.9465  -0.0308
60 N 17.1736 9.9474 7.5952  0.0039
61 C 8.3472 17.9420 8.8196  0.0005
62 C 9.2882 16.7859 9.0755  -0.0026
63 C 9.3828 16.2127 10.2995  0.0047
64 C 10.2785 15.1825 10.4986  -0.0089
65 N 11.0483 14.6270 9.5565  0.0637
66 C 10.9602 15.1797 8.2859  -0.0014
67 C 10.0803 16.2268 8.0613  -0.0011
68 H 8.0549 18.3662 9.7275  -0.0001
69 H 7.4585 17.6341 8.2238  -0.0002
70 H 8.8355 18.6635 8.2244  -0.0002
71 H 8.8419 16.5305 11.1722  0.0016
72 H 10.4701 14.7909 11.4924  -0.0025
73 H 11.5861 14.8395 7.5323  -0.0105
74 H 10.0845 16.7280 7.0451  0.0003

For the frontier orbital gap (spin up / spin down), the calculation gives 7.01 / 6.26 eV. For the calculated total energy, the calculation gives -78207.052 eV. As for the net charge: 0. For the HOMO energy (spin up / spin down), the calculation gives -6.989 / -7.308 eV. As for the energy relative to the best compared isomer or geometry (same formula, charge and spin): 0.000 eV. Its multiplicity is 3.